No. 1
21
Properties=species:S:1:pos:R:3:forces:R:3:lowdin_charge:R:1 method="wB97M-V/def2-TZVPD" lumo_ev=0.7 relative_energy_ev=2.889 orbital_gap_ev=8.5 mol_weight_g_mol=115.18
N 0.4101 -2.7644 -0.9871 -0.1 0.2 0.1 0.054
N 0.8500 0.3476 1.4203 1.0 -0.7 -0.2 0.073
N -1.6382 1.9210 1.7147 0.0 0.0 0.0 0.024
C -1.3553 1.1315 0.5251 0.1 0.1 0.0 -0.455
C 1.1978 -1.6289 -1.0337 0.9 -0.6 0.4 -0.288
C 2.2306 -1.4043 -0.1036 -0.3 -0.4 -0.9 -0.119
C -0.0362 0.3729 0.5741 -0.1 -0.6 -0.7 -0.317
C -1.3897 2.0186 -0.7211 0.0 -0.1 0.2 -0.074
H 1.7291 -0.5337 0.8268 -1.0 0.9 0.6 0.056
H -0.4658 -2.7353 -1.4849 0.1 0.0 0.0 0.089
H -1.5660 1.3309 2.5378 0.0 0.0 -0.1 0.069
H -1.2215 1.4332 -1.6261 0.0 0.0 0.0 0.069
H 1.2147 -1.1410 -2.0006 -0.1 0.2 0.1 0.117
H 3.0918 -0.8680 -0.4866 -0.1 0.2 0.1 0.079
H 2.5175 -2.2555 0.5089 -0.2 0.1 0.2 0.084
H 0.1299 -0.3193 -0.3772 -0.2 0.5 0.3 0.082
H -2.1472 0.3777 0.4309 0.1 0.0 0.0 0.132
H -0.6108 2.7818 -0.6625 0.0 0.0 0.0 0.080
H -0.9190 2.6303 1.8234 0.0 -0.1 0.0 0.072
H 0.3338 -3.2120 -0.0856 0.0 0.0 0.0 0.097
H -2.3556 2.5169 -0.7928 0.0 0.0 0.0 0.075



No. 2
47
Properties=species:S:1:pos:R:3:forces:R:3:lowdin_charge:R:1 method="wB97M-V/def2-TZVPD" lumo_ev=-2.8 orbital_gap_ev=8.6 mol_weight_g_mol=345.41 total_charge=+1
Na -0.1497 -0.0087 -0.1246 0.0 0.2 -0.2 0.614
N -0.0866 -2.3579 2.1748 -0.1 -0.2 0.0 0.062
N 1.1545 1.7347 -0.3304 0.4 0.5 -0.1 -0.027
N 3.3996 0.5100 -3.5550 -0.2 0.3 0.2 0.128
N 3.7102 -1.2578 -5.1096 0.0 -0.1 -0.1 0.085
N -1.3446 -1.6933 0.3659 -0.3 -0.8 0.5 -0.043
N -2.0391 -3.5367 1.6800 0.0 0.0 0.1 -0.036
C -1.1835 -2.5376 1.3528 -0.1 0.1 -0.1 -0.368
C -2.5253 -1.8578 -0.4868 0.1 -0.1 0.1 -0.227
C -0.7517 -4.1032 3.6951 0.0 0.0 -0.1 -0.155
C 1.5961 2.4765 0.6937 0.0 0.0 0.0 -0.125
C 2.8078 3.9119 -0.7612 0.0 -0.2 -0.1 0.006
C 2.4126 3.1230 -1.8421 0.0 0.0 0.2 -0.181
C 2.8286 3.5247 -3.1926 0.0 -0.1 -0.3 -0.029
C 3.5688 -0.3901 -6.1069 0.0 0.0 0.0 -0.112
C 3.1016 2.8277 -4.3040 0.0 0.2 0.3 -0.019
C -3.2407 -3.7594 0.8869 -0.1 0.1 -0.1 -0.146
C 0.4262 -3.4242 3.0295 -0.1 0.0 0.0 -0.179
C 1.5557 2.0616 -1.5602 0.2 0.1 0.0 -0.080
C 3.3627 0.9594 -5.8810 -0.1 0.1 0.1 0.000
C -1.6866 -4.6041 2.6122 0.1 0.0 0.1 -0.143
C 3.6279 -0.7530 -3.8877 0.0 0.0 0.1 -0.203
C 2.4110 3.5771 0.5214 0.0 0.0 0.1 -0.034
C 3.2648 1.3882 -4.5565 0.1 -0.3 -0.2 -0.271
C -3.7010 -2.4583 0.2631 0.1 0.0 0.0 -0.156
H 3.6299 -0.7947 -7.1107 0.0 0.0 0.0 0.115
H 1.0869 -2.9785 3.7714 0.0 0.0 0.0 0.123
H -4.0087 -4.1595 1.5495 0.0 0.0 0.0 0.126
H 2.9371 4.6005 -3.2876 -0.1 0.0 -0.1 0.116
H -4.0277 -1.7695 1.0448 0.0 0.0 0.0 0.124
H -2.6110 -4.9759 3.0538 0.0 0.0 0.0 0.126
H -4.5363 -2.6403 -0.4118 0.0 0.0 0.0 0.121
H 1.1663 1.4626 -2.3681 0.0 -0.1 -0.2 0.115
H 3.2752 1.6626 -6.6975 0.0 0.0 0.0 0.114
H 3.4384 4.7750 -0.9352 0.0 0.0 0.0 0.128
H 0.6221 -1.7882 1.7513 0.1 0.0 -0.1 0.113
H -1.2212 -5.4345 2.0679 0.0 0.0 0.0 0.134
H -2.2692 -2.4986 -1.3385 -0.1 0.0 0.0 0.119
H -3.0500 -4.5069 0.1083 0.0 0.0 0.0 0.135
H 1.2626 2.1825 1.6824 0.0 0.0 0.0 0.113
H -2.7976 -0.8782 -0.8881 0.0 0.0 -0.1 0.105
H -0.4161 -4.9374 4.3093 0.0 0.0 0.0 0.123
H 3.7638 -1.4486 -3.0649 0.0 0.0 0.0 0.109
H 3.3133 3.4229 -5.1850 0.0 0.0 0.0 0.111
H -1.2702 -3.3873 4.3347 0.0 0.0 0.0 0.126
H 1.0039 -4.1535 2.4498 0.0 0.0 0.0 0.125
H 2.7170 4.1648 1.3752 0.0 0.0 0.0 0.116



No. 3
47
Properties=species:S:1:pos:R:3:forces:R:3:lowdin_charge:R:1 method="wB97M-V/def2-TZVPD" lumo_ev=-12.0 relative_energy_ev=0.199 orbital_gap_ev=6.4 mol_weight_g_mol=828.26 total_charge=+3
Ta 1.4260 -0.3203 -0.1682 -0.1 0.0 -0.7 1.692
I 3.8230 -0.2438 -1.8927 0.0 -0.1 0.2 1.138
S -2.8543 -1.2484 2.5457 0.1 0.0 0.2 0.736
S -0.3151 -1.4892 1.5662 0.1 -0.5 0.3 0.801
F 0.9107 -3.6045 0.7088 0.0 0.0 0.0 0.168
F -4.6844 0.2388 1.4985 0.0 0.0 0.1 0.212
F 0.2917 -3.7019 2.7864 0.0 0.0 0.0 0.244
F -3.4501 1.2622 2.9624 0.0 0.1 0.0 0.213
F -2.6748 0.8346 0.9826 0.1 0.0 -0.1 0.111
F -1.1474 -4.0346 1.2035 -0.1 0.0 0.0 0.261
O -2.6899 -2.8582 -3.2946 -0.1 0.0 0.1 0.183
O 1.1480 -1.0161 1.7004 0.4 0.2 0.5 -0.412
O -3.2772 -1.5122 3.8606 0.1 0.1 -0.2 -0.152
O -0.4020 -1.1357 0.0531 -0.4 0.0 0.1 -0.406
O -2.9882 -2.1405 1.4415 -0.1 0.0 0.0 -0.246
O -4.1491 -1.3470 -4.0015 -0.2 0.0 0.0 0.193
N -1.1588 -0.8191 2.5794 -0.4 -0.3 -0.2 -0.221
N 0.8876 1.5323 -1.0163 -0.1 0.2 -0.2 -0.081
N 2.3982 1.2859 0.9591 0.0 0.1 0.1 -0.069
C 2.1368 2.5796 0.5807 0.0 0.0 -0.1 -0.218
C -3.0042 -1.7175 -3.4551 0.3 0.0 -0.1 -0.473
C -0.1265 1.0305 -1.8563 0.2 -0.1 -0.2 -0.277
C 0.2908 -0.1593 -2.5088 -0.2 -0.1 0.0 -0.127
C 1.1842 2.6721 -0.5187 0.1 0.1 0.2 0.064
C -0.6785 -1.0075 -3.0527 0.0 0.0 0.0 0.056
C 3.5864 3.4272 2.2778 0.0 0.0 0.0 0.061
C 3.8479 2.1272 2.6627 0.0 0.1 0.0 0.047
C -3.4760 0.4073 1.9750 -0.2 0.0 0.1 -0.684
C -1.4603 1.3826 -1.7793 -0.1 0.1 0.1 0.033
C -0.0789 -3.4256 1.5717 0.1 0.1 0.0 -0.657
C -2.0174 -0.6599 -2.9796 -0.1 0.1 0.1 -0.057
C 3.2269 1.0804 1.9895 0.0 -0.1 0.0 -0.050
C 2.6981 3.6554 1.2177 0.1 0.2 0.1 0.075
C -2.3939 0.5507 -2.3834 0.0 -0.1 0.0 0.077
C 2.7462 -1.7922 -0.8716 0.2 0.0 -0.2 -0.693
H 4.0499 4.2608 2.7903 0.0 0.0 0.0 0.151
H -4.2038 -0.4240 -4.2826 0.0 0.0 0.0 0.140
H 4.5171 1.9047 3.4828 0.0 0.0 0.0 0.148
H 3.3981 0.0557 2.2979 0.0 0.0 0.0 0.138
H -3.4417 0.8242 -2.3306 0.0 0.0 0.0 0.152
H 3.4265 -2.2564 -0.1563 -0.1 -0.1 0.1 0.028
H 0.7536 3.6090 -0.8644 0.0 0.0 0.0 0.181
H 1.3190 -0.2731 -2.8398 0.0 0.1 0.0 0.039
H 2.4540 4.6627 0.9036 0.0 0.0 0.0 0.153
H -0.4048 -1.9249 -3.5598 0.0 0.0 0.0 0.155
H 2.3359 -2.5220 -1.5719 0.1 0.0 -0.1 0.035
H -1.7792 2.2493 -1.2138 0.0 0.0 0.0 0.141



No. 4
42
Properties=species:S:1:pos:R:3:forces:R:3:lowdin_charge:R:1 method="wB97M-V/def2-TZVPD" lumo_ev="-11.9 / -15.5" relative_energy_ev=0.012 orbital_gap_ev="9.4 / 6.3" mol_weight_g_mol=554.48 s_squared=8.79 total_charge=+4 multiplicity=6
Ir -0.7437 -0.6731 -0.2509 0.0 0.0 0.0 1.098
Cl -3.3276 -1.3398 -0.5862 0.0 -0.1 0.0 0.582
Cl -1.1596 -3.1210 -1.2531 0.0 0.0 0.0 0.579
N 2.9606 -1.8290 1.5204 0.0 0.0 0.0 0.251
N -0.5097 -0.4814 2.1130 -0.1 0.0 -0.1 -0.107
N -1.3945 1.3501 0.1566 0.1 0.0 -0.1 -0.010
N -1.8047 2.9882 1.5933 0.0 0.0 0.0 0.240
N 1.2917 -1.3510 0.1348 0.0 0.0 -0.1 -0.012
C -0.8920 0.8760 2.5718 0.0 0.0 0.1 -0.054
C -2.6823 4.6567 -0.0874 0.0 0.0 0.0 0.122
C 1.6762 -1.3588 1.3832 0.0 0.0 0.0 -0.229
C -2.9234 4.7642 -1.4910 0.0 0.0 -0.1 0.134
C 3.8188 -2.6128 -2.3520 0.0 0.0 0.0 0.123
C 0.8279 -0.9502 2.5440 0.0 0.0 0.1 -0.060
C -2.9403 -2.9267 -1.3254 0.0 0.0 0.0 -0.810
C 2.3780 -1.8525 -0.6186 0.1 0.0 0.0 -0.172
C -2.6577 3.6925 -2.4039 0.0 0.1 0.0 0.033
C 4.6995 -2.6787 -0.0985 0.0 0.0 0.0 0.100
C -1.8839 2.3973 -0.5655 0.0 0.0 0.0 -0.138
C 3.4344 -2.1508 0.2967 0.0 0.0 0.0 -0.076
C -2.1645 3.4710 0.3310 0.0 0.0 0.0 -0.116
C -2.1391 2.5151 -1.9657 0.0 0.0 0.0 0.059
C 4.8684 -2.8994 -1.4310 0.0 0.0 0.0 0.039
C -1.3644 1.7475 1.4492 0.0 0.0 0.0 -0.219
C 2.5535 -2.0734 -1.9481 0.0 0.0 0.0 0.085
H -3.2592 -2.9266 -2.3623 0.0 0.0 0.0 0.068
H -3.3181 5.6957 -1.8822 0.0 0.0 0.0 0.158
H -1.9288 1.6993 -2.6448 0.0 0.0 0.0 0.133
H 5.4767 -2.8927 0.6251 0.0 0.0 0.0 0.156
H -1.1978 -1.1352 2.4731 0.0 0.0 0.0 0.139
H -0.0543 1.3735 3.0666 0.0 0.0 0.0 0.155
H 0.7296 -1.8113 3.2128 0.0 0.0 0.0 0.169
H 1.7945 -1.8614 -2.6902 0.0 0.0 0.0 0.138
H 5.8033 -3.2999 -1.8020 0.0 0.0 0.0 0.154
H -2.8771 3.8444 -3.4527 0.0 0.0 0.0 0.150
H 3.4636 -1.9340 2.3974 0.0 0.0 0.0 0.216
H -1.8871 3.4976 2.4680 0.0 0.0 0.0 0.216
H -2.9062 5.4820 0.5779 0.0 0.0 0.0 0.160
H -3.4017 -3.7109 -0.7343 0.0 0.0 0.0 0.069
H -1.6909 0.8165 3.3172 0.0 0.0 0.0 0.168
H 1.3543 -0.1842 3.1195 0.0 0.0 0.0 0.155
H 3.9774 -2.8127 -3.4059 0.0 0.0 0.0 0.155